The following is a quantum chemistry calculation of 3 unconnected molecules or ions with the total composition C3H14NO3 in a non-equilibrium geometry, from the OMol25 dataset.

Geometry as ORCA input:
```
! wB97M-V def2-TZVPD RIJCOSX def2/J DEFGRID3
* xyz 1 1
C 0.787 -1.482 1.351
H 1.750 -1.319 -1.054
O -2.267 -0.224 -2.029
H 0.823 1.263 -0.466
H 1.705 0.806 0.917
H -0.517 -0.017 -2.252
H -3.206 -0.600 -1.882
O -0.506 2.683 1.920
H -0.053 2.806 2.747
C 0.215 -0.640 0.268
O 0.471 -0.020 -1.986
H -0.431 3.460 1.336
C 0.752 -1.043 -1.117
H -2.241 0.009 -2.981
H 0.709 -2.570 1.005
N 0.773 0.777 0.444
H 0.170 -1.862 -1.551
H 0.002 -1.569 2.168
H -0.874 -0.524 0.265
H 1.776 -1.268 1.809
H 0.165 1.333 1.086
*
```

The calculation puts the HOMO-LUMO gap at 0.411 Ha. The value obtained for the energy relative to the best compared isomer or geometry (same formula, charge and spin) is 97.6 kJ/mol. For the lowest unoccupied orbital energy, the calculation gives -3.0 eV. The total energy comes out at -10963.9954 eV. The strongest force on any atom comes out at 0.0814 hartree/bohr.

***

The following is a quantum chemistry calculation of a molecular structure, C28H44NO2 in a non-equilibrium geometry, from the OMol25 dataset.

Geometry as ORCA input:
```
! wB97M-V def2-TZVPD RIJCOSX def2/J DEFGRID3
* xyz 1 1
C -2.408 2.901 -1.186
C 1.123 -1.619 3.822
H 0.181 -3.134 0.009
H -1.927 1.347 -4.632
H -3.133 0.200 1.579
H -1.452 4.413 1.707
H -1.270 -2.716 3.372
C 0.821 -4.021 2.941
H 1.727 -4.169 3.021
H 0.923 0.152 -1.542
C 0.676 -2.374 2.600
H 0.374 -4.135 3.796
C 3.275 -0.903 0.387
H 4.790 0.195 1.404
H -2.707 0.210 -2.586
C 1.447 -2.088 1.419
C -1.554 0.361 -2.160
H -3.008 2.571 -3.010
C 1.103 -2.653 -0.010
H 0.544 -4.443 2.046
H -3.462 -1.627 2.230
C 0.144 1.939 -2.120
H -1.164 0.963 1.157
C -1.763 3.553 -0.226
H -2.449 -1.543 0.509
C -0.800 -2.112 2.631
C -3.187 3.223 1.640
H 0.566 -2.056 4.884
H -2.198 0.850 3.303
C -2.182 2.785 -2.474
H 0.300 0.273 1.777
H -0.904 4.240 -0.490
C -2.802 -0.966 1.655
H -4.331 1.505 -1.255
C 2.473 -1.268 1.583
H -3.455 3.250 2.632
C -1.571 -0.172 3.606
C 4.635 -0.074 0.558
C 3.184 -1.369 -0.866
H -0.802 0.122 4.034
H 3.355 0.799 -3.415
C 1.957 -2.248 -0.971
H 1.536 -2.803 -1.825
H 2.940 -0.066 -4.755
N -1.091 1.720 -2.947
C 3.363 -1.368 -3.230
H -4.959 1.885 1.348
O 1.394 0.080 -3.433
H -0.939 -0.394 -2.558
H -0.896 2.536 -4.627
H 2.207 1.146 -1.619
H 2.821 -2.146 -3.351
H 4.419 -1.451 -3.871
C -0.510 0.357 1.465
H -2.381 -0.706 4.125
H 2.996 -0.845 2.503
H 5.294 -0.907 0.338
C -1.494 -0.851 2.331
H 2.071 -2.132 4.263
H -1.915 0.121 -1.186
C 1.183 0.733 -2.416
H -1.122 -2.940 1.531
H 1.059 -0.762 3.870
H -0.042 2.100 -1.232
H -0.304 -0.338 0.462
O 3.701 -1.152 -1.912
H -0.297 0.736 -4.590
H 0.730 2.818 -2.719
C 2.743 0.022 -3.910
H 4.598 0.647 -0.106
H -1.506 3.866 -2.683
C -3.713 2.182 -0.402
C -2.172 3.740 1.248
C -3.843 2.397 0.824
C -0.946 1.614 -4.295
*
```

The calculation puts the HOMO-LUMO gap at 0.266 Ha. The value obtained for the energy relative to the best compared isomer or geometry (same formula, charge and spin) is 2797.6 kJ/mol. For the lowest unoccupied orbital energy, the calculation gives -2.8 eV. The total energy comes out at -35300.2580 eV. The strongest force on any atom comes out at 0.3747 hartree/bohr.

***

The following is a quantum chemistry calculation of C6H13N in the gas phase, from the OMol25 dataset.

Geometry as ORCA input:
```
! wB97M-V def2-TZVPD RIJCOSX def2/J DEFGRID3
* xyz 0 1
H 0.193 1.498 -1.625
H -0.712 0.063 1.676
H -0.637 -2.403 0.640
H -0.907 2.463 1.411
H -2.357 1.877 0.596
C -0.680 0.456 0.656
H -0.557 -2.452 -1.123
H -0.966 2.412 -0.337
C -1.038 -1.942 -0.277
C -1.264 1.864 0.562
N -0.809 -0.510 -0.440
H 2.026 -1.550 -0.130
C 1.541 -0.852 0.564
H 1.505 0.398 -2.027
C 1.035 0.947 -1.204
H 1.756 1.659 -0.787
H -2.106 -2.174 -0.333
H 1.102 -1.441 1.375
C 0.510 0.019 -0.134
H 2.323 -0.226 1.007
*
```

The calculation puts the HOMO-LUMO gap at 0.359 Ha. The value obtained for the energy relative to the best compared isomer or geometry (same formula, charge and spin) is 90.8 kJ/mol. For the lowest unoccupied orbital energy, the calculation gives 1.1 eV. Its SMILES is C[C@H]1N(C)C1(C)C. The total energy comes out at -7921.8923 eV. The strongest force on any atom comes out at 0.0062 hartree/bohr.